C2H4ClN2P | ωB97M-V with the def2-TZVPD basis set

Cartesian coordinates (Å):
C  0.7606  -0.3482  -0.4839
C  0.2037  0.5584  0.6690
N  -0.1974  -1.3612  -0.8402
N  -1.1202  0.4216  0.8466
P  -1.4387  -1.6090  0.0371
Cl  -2.0386  0.9498  -0.5699
H  0.9380  0.3415  -1.3391
H  1.7421  -0.8224  -0.3376
H  0.6029  0.3622  1.7426
H  0.5477  1.5072  0.2754

Output
LUMO: -0.020 Ha
Kohn-Sham gap: 8.5 eV
E: -26927.1237 eV
Total charge: 0

Here are the Löwdin charges for atoms 1 to 8, given in e: -0.3409, -0.4731, -0.4073, -0.5964, 0.9200, 0.4519, 0.1028, 0.1056

C21H68N12O13 | ωB97M-V with the def2-TZVPD basis set

Cartesian coordinates (Å):
C  0.6690  26.5380  7.9670
O  -0.1390  26.4590  9.0930
H  1.0560  27.5590  8.0180
H  0.0620  26.3850  7.0740
H  1.4730  25.7870  8.0110
H  -0.8250  25.7720  8.9290
C  -3.2640  25.9570  11.3520
O  -3.2880  24.5590  11.2050
H  -3.2200  26.2920  12.4300
H  -4.2690  26.2440  11.0080
H  -2.4460  26.4620  10.8850
H  -2.4730  24.1760  11.5210
C  4.5060  23.6840  8.6090
O  4.1170  23.1350  9.8290
H  4.2500  24.7620  8.5470
H  4.0610  23.2150  7.7460
H  5.5690  23.4870  8.4600
H  3.9820  23.8900  10.3960
C  -0.6940  19.5330  15.8540
O  0.6560  19.5620  15.5260
N  -1.6500  20.1380  15.2230
N  -1.0740  19.0480  16.9630
H  -1.5670  20.7340  14.3860
H  -2.6320  19.8490  15.3430
H  -0.3630  18.5470  17.5150
H  -2.0020  19.1580  17.3590
C  1.6990  20.9450  12.7650
O  2.5660  19.9270  13.0950
N  1.8040  21.5530  11.6180
N  0.7870  21.4600  13.5080
H  2.3620  21.0870  10.8840
H  1.2910  22.3790  11.2510
H  0.6860  21.0520  14.4450
H  0.0900  22.1030  13.1610
C  3.1840  26.2190  10.4930
O  3.5430  27.0420  9.4600
N  4.0690  25.5650  11.2270
N  1.9590  25.9500  10.7660
H  5.0380  25.7810  11.1830
H  3.7960  24.9740  12.0310
H  1.2440  26.4330  10.2190
H  1.5500  25.5230  11.6110
C  -6.3510  23.2270  12.5160
O  -6.2380  24.5320  12.8310
N  -7.3020  22.5440  13.0380
N  -5.4240  22.4470  11.9940
H  -8.2140  23.0780  13.1420
H  -7.4220  21.5430  12.6980
H  -4.5390  22.9740  11.8730
H  -5.3650  21.4120  11.8440
C  -4.0120  22.0960  8.9670
O  -3.0620  21.9120  10.0030
N  -5.2100  22.3990  9.3160
N  -3.7140  22.0630  7.7560
H  -5.3960  22.5400  10.3030
H  -5.9970  22.4750  8.6600
H  -2.7720  21.9460  7.4650
H  -4.4230  22.1190  7.0220
C  -0.2700  23.9580  11.8550
O  0.1790  24.9320  12.7330
N  0.3190  23.7490  10.7570
N  -1.2610  23.1640  12.0880
H  1.1470  24.3110  10.4970
H  -0.0390  23.1010  10.1390
H  -1.7330  23.2300  13.0490
H  -1.6450  22.4570  11.4100
C  -3.0400  26.5930  7.8130
C  -2.7610  25.0990  7.8530
C  -2.3410  24.6260  6.4540
O  -1.9430  24.6740  8.7130
H  -2.1160  27.1310  7.5520
H  -3.4490  26.9870  8.7190
H  -3.7660  26.7440  7.0250
H  -3.7330  24.6620  8.1390
H  -2.8100  25.2350  5.7140
H  -2.6680  23.6930  6.2040
H  -1.2710  24.6620  6.3150
H  -2.4030  24.5880  9.5780
C  -1.5320  19.7210  11.9930
C  -2.1080  18.8310  10.8340
C  -0.9310  18.0520  10.2330
O  -2.9560  17.9950  11.1370
H  -0.8650  19.1830  12.6920
H  -2.2840  20.3350  12.5610
H  -0.8720  20.4230  11.6000
H  -2.4760  19.5750  10.1490
H  -0.2310  18.7080  9.7290
H  -1.3410  17.4070  9.4780
H  -0.4270  17.4010  10.9100
H  -3.7550  18.5060  11.2830
C  -1.3820  23.8670  15.3120
C  -2.7350  23.1520  15.1610
C  -3.9060  24.1070  15.2150
O  -2.9320  22.5160  14.0750
H  -1.2240  24.7240  14.6870
H  -0.4930  23.2500  15.2400
H  -1.3310  24.3050  16.3130
H  -2.8950  22.4140  15.9170
H  -4.8570  23.5740  15.1150
H  -3.9090  24.8100  14.3640
H  -3.8860  24.7490  16.1440
H  -3.6420  21.9660  14.2050
C  1.1220  22.8540  7.3840
C  0.1260  21.6460  7.2990
C  -0.6640  21.4540  8.5740
O  -0.8040  21.9170  6.5270
H  1.6270  23.0170  6.4460
H  1.8310  22.5920  8.1230
H  0.5480  23.7690  7.7060
H  0.6490  20.7450  7.0370
H  -1.0300  22.4330  8.9020
H  -0.0880  21.0640  9.4070
H  -1.4520  20.8180  8.5460
H  -0.4130  22.0180  5.6830

Output
LUMO: -0.026 Ha
Kohn-Sham gap: 7.1 eV
E: -67372.4973 eV
Total charge: 0

Here are the Löwdin charges for atoms 1 to 8, given in e: -0.1606, -0.1736, 0.0975, 0.0727, 0.0714, 0.0183, -0.1196, -0.1545

Question: E of number 2 (C21H68N12O13)?
Answer: -67372.4973 eV